22
Properties=species:S:1:pos:R:3:forces:R:3 method="wB97M-V/def2-TZVPD" lumo_energy_ha="-0.0397 / -0.0485" largest_force_ev_per_a=3.63 total_charge=0 homo_lumo_gap_ha="0.298 / 0.278" relative_energy_kcal_mol=122.2
C 1.74674 -2.18123 -0.41445 0.6 0.1 0.1
C 2.88132 1.45254 0.13808 -1.4 2.0 -2.5
C 3.02197 0.02442 0.23399 0.9 0.0 0.3
C 1.79008 2.27254 -0.07044 2.2 -2.2 1.6
C 2.19332 -0.91135 -0.15821 -1.6 0.7 0.3
C -0.01551 0.61165 -0.00766 0.5 -1.5 -0.7
C 0.46708 1.81002 0.08628 -1.4 0.7 0.3
C -1.94706 -1.73607 -1.31145 2.3 2.8 0.1
C -2.84500 0.25571 1.03472 -1.1 -1.3 -2.6
N 1.37570 -3.24585 -0.69519 -0.1 0.2 0.1
Si -1.28637 -0.69771 0.23207 -1.9 -0.1 1.2
Cl -0.70355 3.12427 0.50828 0.2 -0.1 -0.1
H 3.78548 1.90977 -0.25318 0.4 0.2 1.0
H 4.05310 -0.10853 0.59979 -0.4 -1.1 -0.2
H 1.97243 3.31027 -0.04282 0.1 1.1 -0.6
H -2.57348 -1.09825 -1.96579 0.6 -0.3 0.3
H -1.19384 -2.32049 -1.82547 0.3 0.4 -0.4
H -2.52203 -2.44398 -0.87278 -2.2 -2.2 1.5
H -2.39050 1.19393 1.33735 -0.7 0.3 0.1
H -3.61703 0.32511 0.12877 1.7 0.6 1.8
H -3.48769 -0.21461 1.82008 1.1 0.2 -0.4
H -0.70515 -1.33216 1.49803 -0.1 -0.4 -1.1